(1)
Formula: C5H9N
Source: the OMol25 dataset
Level of theory: the ωB97M-V functional and the def2-TZVPD basis

Computed properties:
HOMO-LUMO gap (eV): 7.3
SMILES: C=C/C(C)=C/N

Element x y z (Å)
C (-0.4732, -0.6574, -1.2784)
N (1.6812, 1.1632, -0.8371)
C (0.4486, 1.3398, -0.2807)
C (-0.3933, 0.2326, -0.1031)
C (-0.5937, -0.3153, 1.2592)
C (-1.0096, -1.5901, 1.4974)
H (0.3504, -1.4388, -1.3862)
H (-0.4399, -0.0908, -2.2520)
H (-1.4055, -1.2805, -1.1095)
H (2.0725, 0.1562, -0.9041)
H (2.3352, 1.9176, -0.4410)
H (0.3906, 2.1604, 0.3674)
H (-0.3432, 0.4009, 2.0977)
H (-0.9666, -2.0990, 0.5542)
H (-1.6351, -1.9266, 2.3668)


(2)
Formula: C34H35FKN12O2SSi
Source: the OMol25 dataset
Level of theory: the ωB97M-V functional and the def2-TZVPD basis

Computed properties:
Net charge: -1
HOMO-LUMO gap (eV): 5.4

Element x y z (Å)
K (0.4016, 0.1672, -0.1849)
C (2.4625, 1.5264, 4.5813)
Si (2.7547, 1.5265, 2.7102)
C (1.6703, 2.9022, 1.9899)
C (4.5446, 2.1055, 2.4629)
N (2.3232, 0.0838, 1.9531)
C (2.9691, -1.0884, 1.9467)
C (4.1785, -1.4043, 2.6214)
C (4.8033, -2.6353, 2.5238)
C (4.2711, -3.6605, 1.7536)
C (3.0712, -3.4179, 1.0884)
C (2.4717, -2.1940, 1.2100)
F (1.2784, -2.0167, 0.5500)
H (2.6659, 2.5043, 5.0193)
H (3.0950, 0.7946, 5.0827)
H (1.4256, 1.2685, 4.7967)
H (2.2072, 3.8439, 1.8779)
H (0.7956, 3.0892, 2.6106)
H (1.3165, 2.5898, 1.0086)
H (4.6743, 3.1164, 2.8522)
H (4.7900, 2.1244, 1.4013)
H (5.2731, 1.4649, 2.9533)
H (4.6246, -0.6334, 3.2323)
H (5.7305, -2.7954, 3.0609)
H (4.7648, -4.6182, 1.6703)
H (2.5952, -4.1693, 0.4707)
S (-4.0242, 7.1270, -0.1869)
N (-3.6492, 6.1444, 1.0466)
C (-3.0191, 5.0930, 0.5425)
C (-2.5210, 3.9574, 1.2948)
C (-2.6823, 3.8309, 2.6718)
C (-2.2167, 2.6932, 3.2901)
C (-1.6003, 1.7162, 2.5065)
N (-1.4305, 1.8320, 1.2068)
C (-1.8761, 2.9295, 0.5972)
C (-1.7016, 3.0091, -0.8721)
N (-1.0698, 1.9953, -1.4677)
C (-0.9641, 1.9882, -2.7820)
C (-1.4427, 3.0220, -3.5903)
C (-2.0654, 4.0903, -2.9857)
C (-2.2095, 4.0902, -1.5990)
C (-2.8738, 5.1548, -0.8702)
N (-3.3974, 6.2516, -1.3992)
H (-3.1767, 4.6197, 3.2223)
H (-2.3187, 2.5506, 4.3556)
H (-1.2251, 0.8000, 2.9441)
H (-0.4702, 1.1256, -3.2110)
H (-1.3231, 2.9708, -4.6620)
H (-2.4551, 4.9215, -3.5566)
C (3.3449, 0.1953, -2.2684)
N (1.9822, -0.2567, -2.0875)
C (1.6269, -1.2968, -2.7414)
C (0.3301, -1.9256, -2.7288)
C (-0.0665, -2.8912, -3.6638)
C (-1.3983, -3.1888, -3.3770)
C (-1.7257, -2.3887, -2.2781)
N (-0.7001, -1.6253, -1.8730)
C (3.3771, 1.4689, -3.0750)
C (2.5676, 2.5428, -2.7118)
C (2.5777, 3.7165, -3.4437)
C (3.4024, 3.8391, -4.5555)
C (4.2126, 2.7787, -4.9234)
C (4.1967, 1.6014, -4.1868)
H (3.9774, -0.5679, -2.7482)
H (3.7728, 0.3933, -1.2792)
H (2.3517, -1.7861, -3.4134)
H (0.5462, -3.2984, -4.4528)
H (-2.0457, -3.8823, -3.8902)
H (-2.6792, -2.3406, -1.7680)
H (1.9201, 2.4477, -1.8498)
H (1.9394, 4.5382, -3.1474)
H (3.4095, 4.7553, -5.1304)
H (4.8556, 2.8625, -5.7895)
H (4.8246, 0.7713, -4.4844)
N (-1.4385, -1.4348, 1.0563)
N (-2.7121, -1.9611, 1.3112)
C (-3.8353, -1.3211, 0.9691)
N (-5.0037, -1.9584, 1.1960)
N (-3.6822, -0.1277, 0.4218)
N (-4.8233, 0.5223, 0.1465)
O (-4.6976, 1.6627, -0.2475)
O (-5.9229, 0.0198, 0.3956)
H (-1.3207, -1.3030, 0.0430)
H (-0.7569, -2.1289, 1.3332)
H (-2.7725, -2.9406, 1.5557)
H (-5.0252, -2.8196, 1.7061)
H (-5.8443, -1.4359, 0.9751)


(3)
Formula: CH7N2O3
Source: the OMol25 dataset
Level of theory: the ωB97M-V functional and the def2-TZVPD basis

Computed properties:
Net charge: +1
HOMO-LUMO gap (eV): 11.2

Element x y z (Å)
C (0.0428, 1.0684, 0.3176)
N (1.2140, 0.9089, -0.2713)
N (-0.5478, -0.8539, -0.8244)
O (-0.8757, 1.6886, -0.3492)
O (0.7705, 0.2411, 2.2756)
O (-0.2978, 0.6730, 1.4930)
H (1.2924, 1.3228, -1.1906)
H (2.0585, 0.6217, 0.1410)
H (-0.0351, -0.4332, -1.5528)
H (-1.5969, -0.6870, -1.0754)
H (-0.3522, -1.9003, -0.7735)
H (-1.7989, 1.7182, -0.0569)
H (0.3492, -0.5194, 2.7638)


(4)
Formula: C10H16
Source: the OMol25 dataset
Level of theory: the ωB97M-V functional and the def2-TZVPD basis

Computed properties:
HOMO-LUMO gap (eV): 10.0
SMILES: Cc1ccccc1.CCC

Element x y z (Å)
C (0.8503, 1.1802, -0.5353)
C (2.2275, 1.4897, -1.1256)
C (0.9386, 1.9993, 0.7702)
H (0.0932, 1.6769, -1.2048)
H (0.7411, 0.1044, -0.2937)
H (2.9553, 0.9977, -0.5386)
H (0.1342, 1.7856, 1.3668)
H (2.5113, 2.6307, -1.0237)
H (2.2638, 1.2939, -2.2200)
H (1.9129, 1.7576, 1.1738)
H (0.8851, 3.0978, 0.7605)
C (-2.2977, -0.2079, 1.6381)
C (-1.3109, -0.8432, 0.7261)
C (-0.3894, -1.7337, 1.1617)
C (-1.6272, -0.7315, -0.6692)
C (0.4212, -2.3477, 0.1434)
C (-0.8865, -1.3160, -1.5741)
C (0.1837, -2.0868, -1.2193)
H (-3.2661, -0.7775, 1.6176)
H (-2.5777, 0.8081, 1.5609)
H (-0.0121, -1.6235, 2.1701)
H (-2.5513, -0.1689, -1.0133)
H (1.3487, -2.8143, 0.3280)
H (-1.3229, -1.3749, -2.5997)
H (0.7886, -2.5470, -2.0875)
H (-2.0136, -0.2488, 2.6876)


HOMO level readings, ordered: -0.254 -0.141 -0.538 -0.332 Ha
Max |F| readings, ordered: 4.2 2.0 4.3 4.4 eV/Å